No. 1
A 10-piece molecular cluster, C18H59N3O10 overall. Source: the Open Molecules 2025 dataset; level of theory: ωB97M-V/def2-TZVPD.

The geometry in XYZ format:
```
90
Properties=species:S:1:pos:R:3:forces:R:3
C -3.344 0.925 1.070 0.6 -0.1 1.2
C -3.701 -0.439 1.669 -1.2 -0.3 -0.4
O -2.861 -1.001 2.654 0.3 0.8 0.3
H -3.537 1.637 1.872 0.2 0.3 0.0
H -3.942 1.268 0.225 0.0 -0.6 -0.1
H -2.279 0.991 0.850 0.0 0.0 -0.3
H -3.864 -1.202 0.907 0.0 0.1 -0.3
H -4.659 -0.298 2.169 -0.2 -0.1 0.0
H -2.197 -1.518 2.192 0.1 -0.1 -0.2
C 0.483 0.987 3.614 -1.8 -0.1 -0.6
C -0.424 2.190 3.113 2.2 -1.3 0.0
O -0.231 3.264 3.985 -0.2 0.7 0.5
H 0.248 0.119 2.998 0.1 -0.1 -0.2
H 0.138 0.709 4.609 0.2 0.1 0.3
H 1.565 1.122 3.611 -0.2 0.5 -0.1
H -1.478 1.926 3.022 0.1 -0.3 0.0
H -0.019 2.489 2.146 -0.3 0.1 -0.1
H -0.432 2.898 4.849 0.0 0.4 0.3
C -2.570 3.148 -1.529 -0.5 0.5 0.0
C -1.117 2.723 -1.794 -0.8 0.8 -0.3
O -1.018 1.314 -1.796 0.2 0.4 -0.1
H -2.752 3.041 -0.459 -0.2 -0.3 -0.1
H -3.346 2.630 -2.092 0.4 -0.7 0.0
H -2.871 4.176 -1.729 0.8 0.4 -0.1
H -0.543 3.215 -1.009 0.3 -0.4 0.3
H -0.664 3.113 -2.706 -0.4 0.0 -0.4
H -0.653 1.090 -0.937 0.2 -0.6 0.4
O -0.968 -2.271 1.131 -0.5 0.6 -0.1
H -0.543 -2.596 1.925 0.4 -0.4 1.0
H -0.531 -2.737 0.418 0.2 -0.4 -0.7
O 2.209 -1.081 -1.261 0.2 -0.1 0.0
H 2.003 -0.719 -2.123 -0.3 0.3 -0.4
H 3.158 -1.205 -1.275 0.4 0.0 0.1
O 0.597 -3.202 -0.848 -0.3 -0.6 -0.1
H 1.305 -2.587 -1.040 0.4 0.6 0.0
H 0.783 -3.962 -1.399 -0.2 -0.3 0.0
O 0.260 0.170 0.398 0.1 0.9 0.0
H -0.375 -0.520 0.588 -0.4 -0.7 0.4
H 0.956 -0.272 -0.089 0.4 -0.1 -0.2
C 3.763 6.571 -0.407 0.6 -0.7 0.8
C 2.606 5.913 -1.107 0.3 0.0 -0.6
C 2.229 4.568 -0.435 0.0 -0.1 -0.1
O 3.350 3.680 -0.370 0.1 -0.3 -0.5
C 3.024 2.305 -0.143 -0.7 0.8 0.0
N 1.435 6.781 -1.248 -0.5 0.0 0.6
H 4.626 5.906 -0.374 0.0 -0.2 -0.2
H 3.484 6.659 0.643 0.1 0.8 0.1
H 4.116 7.475 -0.902 -0.4 0.2 0.3
H 2.945 5.786 -2.135 -0.1 -0.8 -0.1
H 1.362 4.117 -0.917 0.2 -0.1 -0.6
H 1.873 4.715 0.585 0.0 0.5 0.4
H 2.428 2.212 0.765 0.1 -0.2 0.4
H 3.924 1.692 -0.095 0.1 0.4 0.1
H 2.385 1.900 -0.927 -0.1 0.1 -0.4
H 1.696 7.688 -1.609 0.4 -0.1 -0.6
H 1.105 7.074 -0.339 -0.3 -0.4 0.6
C -2.483 -3.460 -5.344 0.4 0.6 0.9
C -3.051 -4.007 -4.006 -0.1 1.5 -0.3
C -4.049 -3.048 -3.276 1.0 0.2 0.4
O -3.493 -1.811 -2.777 0.0 -0.1 0.0
C -2.403 -1.912 -1.810 -0.6 -0.8 -1.7
N -3.684 -5.290 -4.197 0.1 -0.7 -0.4
H -3.227 -3.108 -6.058 -0.2 -0.2 0.1
H -1.821 -4.196 -5.800 -0.2 -0.3 -0.1
H -1.818 -2.621 -5.139 -0.1 0.3 0.0
H -2.183 -4.148 -3.362 0.0 -0.1 0.3
H -4.533 -3.560 -2.445 0.2 -0.4 0.2
H -4.871 -2.801 -3.947 0.2 0.4 -0.2
H -1.495 -1.941 -2.413 0.4 0.0 0.3
H -2.493 -2.861 -1.281 0.0 0.1 0.4
H -2.350 -1.052 -1.143 -0.5 0.0 -0.2
H -4.341 -5.221 -4.960 -0.9 0.4 0.1
H -2.991 -5.816 -4.711 0.5 -0.7 0.4
C 1.780 -4.550 2.340 0.5 0.3 -0.3
C 1.825 -3.336 3.254 0.0 0.4 -0.1
C 2.540 -2.103 2.569 0.0 -1.8 0.6
O 3.854 -2.534 2.223 -0.4 -0.6 -0.1
C 4.535 -1.529 1.539 0.4 0.6 0.7
N 0.446 -3.032 3.676 -0.3 0.5 -0.3
H 1.284 -5.429 2.751 0.0 0.2 0.3
H 2.797 -4.829 2.064 0.0 -0.1 -0.1
H 1.241 -4.259 1.438 0.0 -0.1 -0.1
H 2.260 -3.567 4.226 1.4 0.0 -0.4
H 2.558 -1.268 3.269 0.1 0.2 0.1
H 2.065 -1.794 1.638 -0.6 0.0 0.1
H 4.762 -0.778 2.296 0.1 0.7 -0.3
H 3.932 -1.087 0.746 -0.1 0.1 -0.1
H 5.495 -1.845 1.129 -0.2 -0.5 0.1
H 0.439 -2.132 4.134 -0.1 0.5 0.0
H 0.331 -3.653 4.463 -0.8 -0.3 0.0
```
Positions in Å, forces in eV/Å.

Values from the calculation:
Energy above the lowest of the compared OMol25 structures with the same formula, charge and spin ... 7.67 kcal/mol
SMILES string ... COC[C@H](C)N.COC[C@H](C)N.COC[C@H](C)N.CCO.CCO.CCO.O.O.O.O
HOMO-LUMO gap ... 0.3297 hartree
HOMO level ... -9.2 eV

No. 2
A 12-piece molecular cluster, C18H60N12O18 overall. Source: the Open Molecules 2025 dataset; level of theory: ωB97M-V/def2-TZVPD.

The geometry in XYZ format:
```
108
Properties=species:S:1:pos:R:3:forces:R:3
C 0.902 1.880 3.481 1.8 1.7 -1.1
O 1.131 0.704 3.208 -0.6 -0.1 1.1
N 1.557 2.927 2.840 0.1 0.5 -0.8
N 0.095 2.436 4.401 -1.4 -2.1 1.0
H 2.404 2.771 2.312 -0.2 -0.8 0.0
H 0.870 3.456 2.308 0.0 0.7 0.2
H -0.425 1.819 5.009 0.0 0.1 -0.1
H -0.062 3.421 4.495 0.4 0.1 -0.3
C 5.312 0.530 1.608 -0.5 -1.6 -1.6
O 6.449 0.733 1.989 -0.3 0.1 0.2
N 4.617 1.379 0.793 1.1 1.9 0.5
N 4.669 -0.687 1.667 0.8 -0.1 0.9
H 3.713 1.243 0.370 0.1 -0.4 -0.2
H 5.297 2.013 0.395 -0.7 0.4 -0.1
H 3.691 -0.768 1.470 0.0 -0.2 0.0
H 5.227 -1.472 1.958 -0.5 0.0 0.3
C -0.348 -5.124 0.218 0.6 -1.0 -1.6
O -0.043 -6.262 -0.149 0.0 0.4 0.7
N 0.548 -4.126 0.399 0.7 0.5 0.5
N -1.627 -4.677 0.266 -1.0 0.7 0.7
H 1.469 -4.099 -0.032 -0.4 -0.5 0.1
H 0.208 -3.219 0.669 -0.1 -0.1 0.0
H -2.336 -5.221 0.729 0.1 -0.3 -0.3
H -1.705 -3.684 0.446 -0.5 -0.1 0.1
C 3.110 -3.296 -2.096 1.1 -0.8 1.5
O 2.799 -3.386 -0.901 0.1 0.7 -1.1
N 4.191 -2.573 -2.480 0.9 1.6 -0.3
N 2.556 -4.013 -3.076 -0.9 -0.8 -0.9
H 4.786 -2.719 -3.275 -0.5 -0.4 -0.3
H 4.462 -1.752 -1.963 -0.2 -0.3 0.5
H 1.836 -4.690 -2.887 0.2 0.0 0.4
H 2.802 -3.883 -4.040 0.1 0.1 0.1
C -1.733 4.214 1.299 1.2 -1.7 0.4
O -0.740 4.453 1.996 -0.5 0.5 0.2
N -2.364 5.149 0.575 -0.2 1.3 -0.2
N -2.201 2.947 1.128 -0.7 1.0 -0.3
H -3.163 4.996 -0.011 -0.1 -0.2 0.2
H -2.075 6.100 0.729 0.0 -0.1 -0.1
H -2.764 2.844 0.295 0.1 -0.8 0.2
H -1.844 2.159 1.636 0.1 -0.1 -0.2
C -0.263 -0.759 -0.215 1.1 -1.5 0.3
O -1.343 -0.611 -0.773 -0.3 0.5 -0.1
N -0.032 -0.570 1.109 -0.6 0.4 0.3
N 0.803 -1.327 -0.861 -1.0 1.3 -1.0
H -0.848 -0.565 1.699 0.2 0.7 -0.3
H 0.827 -0.192 1.481 -0.1 -0.2 0.1
H 1.665 -1.591 -0.418 -0.2 -0.4 0.1
H 0.454 -1.791 -1.694 0.7 -0.3 -0.2
C -5.267 -0.402 -1.088 2.0 1.4 -0.9
C -4.711 0.203 -2.441 -2.7 -1.9 1.2
O -3.547 -0.475 -2.782 0.8 0.9 0.0
O -4.252 -0.321 -0.087 -0.1 0.3 0.1
H -5.359 -1.450 -1.364 -0.7 -0.1 0.8
H -6.098 0.171 -0.676 -0.6 -0.6 -0.6
H -4.832 1.290 -2.411 1.0 0.1 -0.3
H -5.455 -0.215 -3.126 -0.1 0.7 -0.4
H -2.918 -0.402 -2.046 0.1 -0.1 0.0
H -3.851 0.552 -0.049 -0.2 0.3 -0.2
C -3.413 -1.935 2.259 -0.4 0.6 0.4
C -2.556 -1.036 3.133 1.7 0.2 -0.5
O -2.710 0.357 2.790 -0.6 -0.1 0.2
O -2.972 -2.154 0.931 0.7 -0.3 1.6
H -4.392 -1.445 2.270 -0.2 -0.1 -0.2
H -3.529 -2.861 2.821 0.2 -0.4 -0.5
H -1.482 -1.182 2.966 -0.2 -1.0 0.3
H -2.663 -1.248 4.200 -0.7 0.2 0.0
H -2.270 0.860 3.482 0.0 0.1 0.0
H -2.999 -1.286 0.491 -0.2 -0.5 -0.3
C 2.005 2.530 -1.308 -0.5 -0.7 0.9
C 1.718 2.546 -2.782 -0.5 -0.3 0.5
O 0.402 1.970 -2.993 0.8 0.1 -0.1
O 2.276 1.197 -0.845 -0.3 0.6 -0.2
H 1.103 2.880 -0.792 0.0 0.2 0.0
H 2.815 3.166 -0.952 0.2 0.0 -0.5
H 2.415 1.876 -3.286 0.4 0.6 -0.2
H 1.707 3.597 -3.079 0.3 -0.1 -0.5
H 0.379 1.832 -3.945 -0.4 -0.3 0.0
H 1.414 0.761 -0.846 0.3 -0.5 -0.2
C 3.429 0.689 6.835 -1.5 -1.5 0.8
C 3.568 0.366 5.340 1.2 1.2 0.4
O 2.839 -0.707 4.844 -0.9 -0.6 0.3
O 3.475 -0.510 7.639 0.6 0.4 0.2
H 2.465 1.112 7.141 -0.4 0.1 -0.8
H 4.101 1.445 7.247 0.8 -0.3 -0.5
H 4.611 0.092 5.145 0.2 0.5 0.1
H 3.321 1.309 4.840 0.2 -0.1 -0.3
H 2.287 -0.403 4.108 -0.1 0.0 0.3
H 3.529 -1.301 7.097 -0.1 0.2 -0.3
C -2.529 2.686 -2.887 1.8 2.9 0.2
C -1.698 4.014 -2.906 -0.2 0.5 0.4
O -1.765 4.737 -4.138 -0.4 -0.2 0.4
O -2.372 2.164 -1.590 -0.1 -0.8 -0.2
H -2.092 2.136 -3.719 -1.0 -0.9 0.1
H -3.529 3.113 -2.934 -0.3 -1.0 -0.7
H -0.664 3.923 -2.561 -0.2 -0.5 -0.3
H -2.159 4.611 -2.119 -0.1 0.5 -0.2
H -1.001 4.557 -4.690 0.1 -0.2 0.1
H -1.543 1.664 -1.566 -0.1 -0.1 0.1
C -0.682 -2.996 -5.444 -0.4 0.1 -0.7
C -0.960 -2.325 -4.116 0.7 -0.1 0.8
O -0.449 -3.049 -2.980 0.0 -0.5 -0.6
O -1.431 -4.207 -5.515 0.2 0.0 0.1
H 0.358 -3.230 -5.707 0.3 0.2 0.7
H -1.005 -2.335 -6.256 -0.1 0.3 0.2
H -2.039 -2.237 -3.982 0.1 0.3 -0.1
H -0.429 -1.379 -3.980 -0.6 0.4 -0.9
H 0.014 -3.790 -3.378 -0.1 -0.3 0.5
H -1.143 -4.643 -6.323 -0.2 -0.2 0.0
```
Positions in Å, forces in eV/Å.

Values from the calculation:
Energy above the lowest of the compared OMol25 structures with the same formula, charge and spin ... 73.81 kcal/mol
SMILES string ... NC(N)=O.NC(N)=O.NC(N)=O.NC(N)=O.NC(N)=O.NC(N)=O.OCCO.OCCO.OCCO.OCCO.OCCO.OCCO
HOMO-LUMO gap ... 0.3098 hartree
HOMO level ... -8.7 eV

Among the records above, which one has the highest HOMO-LUMO gap?
C18H59N3O10